# 1
# C29H33Cl3N2O2TeTi

C29H33Cl3N2O2TeTi as an isolated structure at a distorted geometry (ωB97M-V with the def2-TZVPD basis set, the OMol25 dataset).

E: -3882.97000 hartree
charge: -1
spin multiplicity: 2
⟨S²⟩: 0.76
relative energy (zero: lowest compared OMol25 entry of this formula, charge and spin): 35.5 kcal/mol
HOMO (spin up / spin down): -4.78 / -4.93 eV

Last column: Mulliken spin population.
Element x y z (Å)
Ti -1.4391 -0.5480 2.8787  0.009
C -1.1595 1.7109 3.4609  -0.002
C -1.2683 1.6200 2.0516  -0.001
C -2.5749 1.1799 1.7412  0.000
C -3.2721 0.9947 2.9522  0.003
C -2.4041 1.3310 4.0142  -0.007
H -0.3083 2.0818 4.0109  0.006
H -0.5299 1.9336 1.3302  0.000
H -2.9699 1.0725 0.7445  0.000
H -4.2987 0.6822 3.0552  0.000
H -2.6531 1.3375 5.0627  -0.002
Cl -1.2668 1.2371 7.6202  0.024
C -0.3726 -0.1327 7.0591  0.359
Cl -1.1184 -1.8737 8.5770  0.415
Cl 1.3338 -0.0930 7.3181  0.025
C -0.7768 -0.6539 5.8357  -0.022
N -1.1010 -1.1373 4.8317  0.185
C -1.9036 -3.7324 1.0328  0.000
C -2.0235 -2.3423 1.5653  0.002
O -2.6338 -2.1500 2.7244  0.001
N -1.5325 -1.2797 1.0021  0.007
Te 0.3978 -1.2465 -0.5240  0.002
C 1.9975 -0.9627 -2.0390  0.000
C 1.7693 -0.9006 -3.4177  0.001
C 0.4047 -1.1453 -4.0169  -0.001
C 2.8217 -0.6187 -4.2927  -0.001
C 4.1133 -0.4111 -3.8401  0.001
C 5.2350 -0.0750 -4.7883  0.000
C 4.3476 -0.5329 -2.4739  0.000
C 3.3193 -0.8105 -1.5810  0.001
C 3.6610 -0.9279 -0.1145  0.000
C -0.7667 0.2862 -1.4195  -0.002
C -0.2690 1.5988 -1.4792  0.001
C 1.1348 1.9723 -1.0788  0.000
C -1.0972 2.6231 -1.9361  0.000
C -2.4043 2.3928 -2.3375  0.001
C -3.2956 3.5209 -2.7861  0.000
C -2.8694 1.0876 -2.2977  0.000
C -2.0776 0.0330 -1.8490  0.001
C -2.6939 -1.3417 -1.8698  0.000
H -2.7070 -4.3590 1.4174  0.000
H -0.9456 -4.1357 1.3683  0.000
H -1.9085 -3.7199 -0.0555  0.000
H -0.1458 -1.8856 -3.4343  0.000
H 0.4971 -1.5069 -5.0429  0.000
H -0.1991 -0.2347 -4.0321  0.000
H 2.6196 -0.5657 -5.3594  0.000
H 4.8740 -0.0106 -5.8153  0.000
H 6.0245 -0.8293 -4.7551  0.000
H 5.6916 0.8839 -4.5329  0.000
H 5.3584 -0.4050 -2.0957  0.000
H 4.7424 -0.9462 0.0295  0.000
H 3.2447 -1.8336 0.3301  0.000
H 3.2526 -0.0882 0.4538  0.000
H 1.4114 1.5137 -0.1257  0.000
H 1.2278 3.0555 -0.9921  0.000
H 1.8608 1.6188 -1.8126  0.000
H -0.7038 3.6345 -1.9704  0.000
H -2.7137 4.4115 -3.0249  0.000
H -4.0087 3.7904 -2.0034  0.000
H -3.8709 3.2419 -3.6705  0.000
H -3.8830 0.8744 -2.6270  0.000
H -3.2833 -1.4731 -2.7798  0.000
H -3.3527 -1.4826 -1.0106  0.000
H -1.9341 -2.1195 -1.8251  0.000
C 1.8036 -0.1649 3.2206  -0.002
C 0.6018 -1.0041 2.8549  -0.008
O 0.7253 -2.1837 2.5929  0.003
H 1.7531 0.0748 4.2872  0.001
H 1.7845 0.7771 2.6678  0.001
H 2.7279 -0.7083 3.0157  0.000

Atoms 1-2, force components in eV/Å:
-1.5 -0.6 -1.7
-0.2 0.3 -0.1

# 2
# C42H28F5N10PmS

C42H28F5N10PmS as an isolated structure at a distorted geometry (ωB97M-V with the def2-TZVPD basis set, the OMol25 dataset).

E: -3670.98957 hartree
spin multiplicity: 5
⟨S²⟩: 6.36
HOMO (spin up / spin down): -6.49 / -6.53 eV

Last column: Mulliken spin population.
Element x y z (Å)
Pm 0.3795 0.1476 -0.2052  4.009
C 3.9368 -5.5286 -0.8047  -0.012
C 3.9535 -5.4894 0.5968  -0.009
C 3.1409 -4.6185 1.3021  -0.023
C 2.3134 -3.7736 0.5724  -0.026
C 1.3631 -2.7496 0.9655  -0.138
N 0.8377 -2.1749 -0.1571  0.058
C 1.3335 -2.8091 -1.2528  -0.162
N 0.9805 -2.6259 -2.5317  0.047
C 0.0521 -1.7748 -2.9177  -0.044
C -0.5622 -1.8221 -4.2496  0.028
C -0.3404 -2.6303 -5.3517  -0.025
C -1.1506 -2.4404 -6.4619  0.026
C -2.1674 -1.4809 -6.4594  -0.021
C -2.4001 -0.6849 -5.3469  0.035
C -1.5761 -0.8635 -4.2478  -0.009
C -1.5598 -0.2460 -2.9191  0.107
N -2.4641 0.6329 -2.5376  -0.076
C -2.6647 1.0251 -1.2785  0.154
N -1.9481 0.6643 -0.1668  -0.058
C -2.6125 1.0936 0.9336  0.100
N -2.3266 0.8379 2.2128  -0.024
C -1.3988 -0.0211 2.5911  0.040
N -0.5474 -0.7300 1.8106  0.008
C 0.1738 -1.5873 2.6102  -0.086
N 1.0527 -2.4811 2.2401  0.055
C -0.1996 -1.3614 4.0124  0.007
C 0.2410 -1.9197 5.1975  -0.029
C -0.3245 -1.4499 6.3766  0.016
C -1.3112 -0.4625 6.3644  -0.020
C -1.7640 0.0826 5.1690  0.020
C -1.1860 -0.3777 4.0012  -0.013
C -3.7833 1.8590 0.5258  0.026
C -4.7703 2.5112 1.2493  0.008
C -5.7838 3.1317 0.5372  0.021
C -5.8206 3.0839 -0.8623  -0.001
C -4.8433 2.4191 -1.5846  0.036
C -3.8154 1.8160 -0.8718  0.020
N -0.5343 -0.7873 -2.1835  -0.018
C 2.2962 -3.8129 -0.8289  -0.010
C 3.1065 -4.6954 -1.5343  -0.021
H 4.5854 -6.2241 -1.3225  -0.001
H 4.6145 -6.1568 1.1356  -0.001
H 3.1460 -4.5868 2.3841  -0.003
H 0.4386 -3.3823 -5.3383  0.000
H -1.0001 -3.0486 -7.3447  0.001
H -2.7864 -1.3654 -7.3399  -0.001
H -3.1944 0.0504 -5.3253  0.002
H 1.0098 -2.6816 5.1978  -0.001
H 0.0080 -1.8525 7.3250  0.000
H -1.7268 -0.1160 7.3019  -0.001
H -2.5300 0.8480 5.1434  0.001
H -4.7383 2.5373 2.3312  0.002
H -6.5660 3.6583 1.0691  0.001
H -6.6317 3.5741 -1.3862  0.000
H -4.8685 2.3696 -2.6659  0.003
H 3.0794 -4.7237 -2.6166  -0.002
N 3.0119 -0.1869 -1.0800  0.001
C 3.6039 0.4693 -2.2654  0.002
C 3.9050 1.9370 -1.9960  0.000
C 2.6937 2.7430 -1.5291  0.003
C 1.5601 2.7928 -2.5621  -0.001
N 0.3003 2.2392 -2.0155  0.000
H 3.5898 0.0234 -0.2701  -0.001
H 3.0828 -1.1915 -1.2104  -0.001
H 2.8994 0.3580 -3.0928  0.000
H 4.5296 -0.0238 -2.5719  0.000
H 4.3190 2.3782 -2.9071  0.000
H 4.6837 2.0003 -1.2303  0.000
H 3.0183 3.7500 -1.2656  0.000
H 2.3183 2.2890 -0.6096  0.001
H 1.8233 2.1937 -3.4348  0.000
H 1.4153 3.8145 -2.9180  0.000
H -0.3343 2.0265 -2.7787  0.003
H -0.1712 2.9589 -1.4754  0.000
F -1.4812 4.2725 4.9427  0.000
C -0.6086 3.5425 4.2463  0.000
C -0.7112 3.4482 2.8737  0.000
F -1.6946 4.0696 2.2199  0.000
C 0.1935 2.6600 2.1982  -0.001
F 0.0064 2.5067 0.8481  0.006
C 1.2209 1.9425 2.7929  0.002
S 2.2771 0.9277 1.8653  -0.007
C 1.2911 2.0715 4.1820  -0.002
F 2.2248 1.4077 4.8618  0.000
C 0.3996 2.8488 4.8945  0.001
F 0.4877 2.9245 6.2237  0.000

Atoms 1-2, force components in eV/Å:
0.9 0.6 0.2
0.0 0.0 -0.1

# 3
# C29H39N11O2RuSSi

C29H39N11O2RuSSi as an isolated structure at a distorted geometry (ωB97M-V with the def2-TZVPD basis set, the OMol25 dataset).

E: -2663.76840 hartree
charge: +1
spin multiplicity: 2
⟨S²⟩: 0.76
relative energy (zero: lowest compared OMol25 entry of this formula, charge and spin): 0.0 kcal/mol
HOMO (spin up / spin down): -9.46 / -9.55 eV

Last column: Mulliken spin population.
Element x y z (Å)
Ru 0.5368 -0.0052 0.0881  0.941
O 2.1445 3.7329 -1.1179  0.001
C 1.6213 2.6470 -1.0186  0.013
N 1.7200 1.7389 0.0036  -0.013
C 2.7015 1.9343 0.9549  -0.002
O 3.6914 2.6169 0.8551  0.000
C 2.4474 1.1382 2.1917  0.022
C 3.2395 1.3258 3.3117  0.000
C 3.0127 0.5392 4.4220  0.001
C 1.9987 -0.4071 4.3664  0.001
C 1.2534 -0.5228 3.2109  0.002
N 1.4646 0.2403 2.1312  0.048
C 0.6648 2.1777 -2.0639  0.005
C 0.5951 2.7965 -3.2986  0.001
C -0.3697 2.3716 -4.1945  0.004
C -1.2275 1.3504 -3.8137  -0.001
C -1.0764 0.7720 -2.5666  0.006
N -0.1367 1.1741 -1.7020  -0.046
H 4.0102 2.0821 3.2701  0.000
H 3.6138 0.6530 5.3142  0.000
H 1.7776 -1.0468 5.2092  0.000
H 0.4480 -1.2363 3.1526  -0.002
H 1.2907 3.5959 -3.5130  0.000
H -0.4636 2.8386 -5.1663  0.000
H -2.0055 0.9935 -4.4739  0.000
H -1.7220 -0.0209 -2.2236  0.001
C 4.4259 -3.3318 -2.4070  0.000
N 3.6887 -2.0798 -2.2910  0.003
C 3.9229 -1.0402 -3.2833  0.001
C 2.8948 -1.8134 -1.2303  -0.014
N 2.3914 -0.6687 -0.9366  0.077
N 2.6152 -2.8929 -0.4041  0.001
C 1.5450 -2.9670 0.4567  0.006
N 1.3141 -4.2123 0.9369  -0.001
N 0.8130 -1.9576 0.7710  -0.038
H 5.1100 -3.2536 -3.2456  0.000
H 3.7609 -4.1781 -2.5997  0.000
H 5.0326 -3.5307 -1.5199  0.000
H 4.1969 -1.5137 -4.2223  0.000
H 4.7212 -0.3547 -2.9877  0.000
H 3.0091 -0.4722 -3.4567  -0.001
H 2.7101 0.0777 -1.5392  -0.006
H 3.1157 -3.7461 -0.5735  0.000
H 1.9365 -4.9781 0.7578  0.000
H 0.5859 -4.3585 1.6119  0.000
H 0.0318 -2.2249 1.3572  -0.003
C -4.1338 -1.5840 0.7300  0.004
Si -2.6491 -0.4444 0.7416  -0.035
C -3.2239 1.1962 0.0535  0.013
C -2.1169 -0.2792 2.5238  0.024
N -1.2663 -0.9355 -0.2461  -0.033
C -1.1520 -2.1134 -1.0202  -0.004
C -0.2710 -2.1943 -2.1131  0.014
C -0.1267 -3.3562 -2.8563  0.002
C -0.8682 -4.4905 -2.5595  -0.002
C -1.7516 -4.4339 -1.4927  0.002
C -1.8826 -3.2788 -0.7347  -0.001
H -4.9476 -1.0625 1.2428  0.001
H -3.9698 -2.5224 1.2607  0.000
H -4.4757 -1.8181 -0.2804  0.000
H -3.8390 1.7418 0.7757  0.000
H -3.8319 1.0389 -0.8427  0.000
H -2.3722 1.8270 -0.2039  0.001
H -2.8761 0.2480 3.1068  0.000
H -1.1969 0.2932 2.6151  -0.007
H -1.9831 -1.2664 2.9826  0.001
H 0.3050 -1.3241 -2.3906  -0.004
H 0.5654 -3.3674 -3.6915  0.000
H -0.7715 -5.3898 -3.1530  0.000
H -2.3510 -5.3005 -1.2410  0.000
H -2.5489 -3.2832 0.1114  0.000
C -2.9768 3.6635 3.8183  0.001
N -2.8218 4.2972 2.5236  0.002
C -3.6416 5.2872 1.9988  0.000
C -3.1349 5.6361 0.8032  0.001
N -2.0147 4.8479 0.6093  0.003
C -1.8069 4.0256 1.6664  0.007
S -0.5496 2.9284 1.8574  -0.001
H -3.5754 4.3084 4.4563  0.000
H -1.9925 3.5140 4.2554  0.000
H -3.4626 2.6929 3.7171  0.000
H -4.5066 5.6500 2.5241  0.000
H -3.4680 6.3625 0.0851  0.000
H -1.3659 4.9026 -0.1568  0.000

Atoms 1-2, force components in eV/Å:
0.8 0.4 0.4
0.1 0.0 -0.1

# 4
# C38H49As2GeN4O3S2SiTi

C38H49As2GeN4O3S2SiTi as an isolated structure at a distorted geometry (ωB97M-V with the def2-TZVPD basis set, the OMol25 dataset).

E: -10405.67721 hartree
charge: +2
spin multiplicity: 2
⟨S²⟩: 0.75
relative energy (zero: lowest compared OMol25 entry of this formula, charge and spin): 0.0 kcal/mol
HOMO (spin up / spin down): -12.60 / -12.60 eV

Last column: Mulliken spin population.
Element x y z (Å)
Ti 0.2436 -0.0132 -0.2597  0.940
C -1.4830 -0.1730 3.2128  -0.004
As 0.2656 -0.2772 2.3878  0.057
C 0.9466 -1.9265 3.1357  0.004
C 1.2437 1.0971 3.3297  0.021
C 1.9111 0.8519 4.5235  -0.004
C 2.6368 1.8668 5.1345  0.000
C 2.6940 3.1223 4.5536  0.000
C 2.0236 3.3685 3.3617  -0.003
C 1.3013 2.3581 2.7426  0.002
As 0.3121 2.6790 1.0892  -0.008
C 1.4553 3.9765 0.2024  0.000
C -0.9889 3.9452 1.8197  0.000
H -1.3646 -0.3157 4.2843  -0.002
H -2.1247 -0.9503 2.8017  0.002
H -1.9259 0.8033 3.0295  0.000
H 0.7764 -1.9495 4.2092  0.000
H 2.0131 -2.0072 2.9289  0.000
H 0.4304 -2.7607 2.6664  -0.001
H 1.8755 -0.1273 4.9846  0.000
H 3.1555 1.6739 6.0646  0.000
H 3.2588 3.9144 5.0287  0.000
H 2.0745 4.3567 2.9207  0.000
H 1.4541 4.9052 0.7682  -0.001
H 1.0758 4.1764 -0.7987  0.000
H 2.4710 3.5948 0.1422  0.000
H -0.4463 4.6684 2.4249  -0.001
H -1.7153 3.4298 2.4446  0.001
H -1.5052 4.4744 1.0202  0.000
O -1.0572 -5.4472 0.0172  0.000
C -2.2034 -4.7694 0.2018  0.001
C -3.3767 -5.5147 0.3238  -0.001
C -4.5872 -4.8895 0.5181  0.001
C -4.6710 -3.4954 0.5939  -0.001
C -3.5204 -2.7541 0.4629  0.002
C -2.2716 -3.3682 0.2652  -0.005
C -1.0948 -2.5229 0.0874  0.030
O -1.2609 -1.2310 -0.0624  -0.101
N 0.0960 -3.0383 0.0679  0.020
N 1.0765 -2.0844 -0.2350  -0.095
C 2.2406 -2.6485 -0.3366  0.049
S 2.4320 -4.3495 -0.0096  0.002
C 4.2387 -4.3476 -0.1747  0.000
C 4.6103 -3.3238 -1.2238  0.001
S 3.6767 -1.8118 -0.8582  0.002
H -0.3246 -4.8000 -0.0236  -0.001
H -3.3021 -6.5934 0.2693  0.000
H -5.4829 -5.4893 0.6172  0.000
H -5.6239 -3.0096 0.7529  0.000
H -3.5604 -1.6734 0.5177  0.001
H 4.5416 -5.3504 -0.4737  0.000
H 4.6804 -4.1154 0.7925  0.000
H 4.3583 -3.6626 -2.2280  0.000
H 5.6680 -3.0671 -1.1882  0.000
Ge -0.2920 0.1645 -3.5338  0.009
C 1.2826 1.1859 -4.0125  0.019
C 2.4444 0.6496 -4.5695  -0.004
C 3.5083 1.4764 -4.9102  0.000
C 3.4203 2.8461 -4.7080  0.000
C 2.2619 3.3979 -4.1764  0.000
C 1.1954 2.5745 -3.8364  -0.006
C -0.2049 -1.7481 -3.3877  0.034
C -1.3585 -2.5347 -3.4640  0.004
C -1.2676 -3.9186 -3.4145  0.001
C -0.0266 -4.5319 -3.3321  0.000
C 1.1254 -3.7626 -3.2970  0.003
C 1.0407 -2.3774 -3.3131  -0.017
H -1.5002 0.7561 -4.2374  0.002
H 2.5262 -0.4083 -4.7658  0.001
H 4.4009 1.0492 -5.3490  0.000
H 4.2456 3.4899 -4.9869  0.000
H 2.1831 4.4694 -4.0426  0.000
H 0.2923 3.0175 -3.4232  0.000
H -2.3352 -2.0819 -3.5721  0.000
H -2.1704 -4.5154 -3.4575  0.000
H 0.0426 -5.6119 -3.3029  0.000
H 2.0943 -4.2443 -3.2556  0.000
H 1.9492 -1.7980 -3.2408  -0.006
N 2.9667 1.4338 -1.2841  0.021
C 4.2026 1.8305 -0.9701  0.010
C 4.4434 1.4479 0.3350  -0.002
C 3.2769 0.8039 0.7304  0.021
N 2.3737 0.7923 -0.2575  -0.034
H 2.4925 1.5384 -2.1732  0.022
H 4.8148 2.3551 -1.6869  0.000
H 5.3422 1.6029 0.9067  0.000
H 3.0584 0.3309 1.6719  -0.001
C -3.4327 -0.0339 -2.3135  -0.001
Si -2.3392 1.3305 -1.6777  0.005
C -2.8437 1.6294 0.0806  0.024
C -2.5537 2.8824 -2.6891  0.000
O -0.6053 0.8614 -1.8067  -0.011
H -4.4446 0.2295 -1.9822  0.000
H -3.1946 -1.0047 -1.8811  0.001
H -3.4760 -0.1055 -3.4019  0.000
H -3.9364 1.7159 0.0707  0.001
H -2.4602 2.5595 0.4790  0.004
H -2.5883 0.8106 0.7509  -0.011
H -3.6326 3.0556 -2.7785  0.000
H -2.1589 2.8427 -3.7061  0.000
H -2.1379 3.7623 -2.1900  0.000

Atoms 1-2, force components in eV/Å:
0.5 -0.3 0.7
0.0 0.0 -0.1

Q: Look up the E of the second one.
A: -3670.98957 hartree

Q: Among the records above, which one has the highest ⟨S²⟩?
A: C42H28F5N10PmS

Q: What is the ⟨S²⟩ in the third record?
A: 0.76

Q: Which of these has the lowest ⟨S²⟩?
A: C38H49As2GeN4O3S2SiTi